15
Properties=species:S:1:pos:R:3:nbo_charge:R:1 method="wB97M-V/def2-TZVPD" charge=+1 homo_lumo_gap_ev="7.132 / 6.703" multiplicity=3 e_above_lowest_kj_mol=44.8 homo_ev="-11.29 / -14.25"
C 0.895 0.711 0.876 0.50
C -0.223 -3.665 1.253 0.08
C -0.146 2.438 -2.091 -0.87
N 0.198 -2.509 1.360 -0.15
N 0.207 -0.307 1.203 -0.19
N 0.269 -1.402 1.834 0.11
O 0.599 1.743 0.244 -0.59
O -1.742 0.993 -0.605 -0.83
S -1.028 2.255 -0.498 1.54
H 2.034 0.616 1.056 0.19
H 0.351 -4.521 1.401 0.22
H -1.346 -3.811 1.408 0.18
H 0.377 1.499 -2.435 0.27
H -0.987 2.658 -2.826 0.27
H 0.540 3.300 -2.180 0.27